ORCA calculation (ωB97M-V with the def2-TZVPD basis set) on C4H3NO in the gas phase at a distorted geometry.

```
9
Properties=species:S:1:pos:R:3:forces:R:3:nbo_charge:R:1
N -0.43671 1.68572 -2.06165 0.6 -0.2 0.4 -0.296
C -0.07900 0.89294 -1.29079 1.4 2.3 -0.7 0.158
C 0.06888 -0.21377 -0.38512 -2.3 -0.3 -1.1 -0.016
H -0.66668 0.14332 3.26951 0.2 0.0 -0.4 0.245
H 1.76251 -1.01919 -1.05261 -0.3 0.3 0.1 0.493
C -0.17251 -0.02730 1.04945 -0.5 0.2 0.2 -0.062
O 0.92682 -1.28002 -0.64093 0.0 0.2 -0.4 -0.666
C -0.41368 0.06197 2.22870 0.1 0.0 -0.8 -0.159
H -0.98964 -0.24367 -1.11656 0.9 -2.3 2.6 0.304
```
Positions in Å, forces in eV/Å.

Summary:
- LUMO energy (eV) = 0.333
- charge = 0
- SMILES string = C#C[C@H](O)C#N
- ΔE to the lowest compared entry with this formula, charge and spin (eV) = 3.418
- strongest force on any atom (hartree/bohr) = 0.0707
- highest occupied orbital energy (Ha) = -0.3656